[1]
A cluster of 3 separate species, C5H16N2O3 in total, computed with the ωB97M-V functional and the def2-TZVPD basis.

Each line ends with the Löwdin charge.
Positions of all 26 atoms, in Å:
C (-2.052, -0.893, 0.132)  -0.22
O (-1.597, -1.941, -0.715)  -0.06
C (-0.875, -0.184, 0.826)  -0.36
C (0.284, 0.061, -0.159)  -0.12
C (-0.062, 1.301, -0.951)  -0.44
C (-0.732, 1.222, -2.106)  0.02
N (0.161, 2.487, -0.286)  0.11
N (-0.371, -0.864, 2.017)  0.03
H (-2.561, -0.129, -0.464)  0.11
H (-2.765, -1.231, 0.890)  0.12
H (-2.128, -2.721, -0.536)  0.09
H (-1.318, 0.739, 1.204)  0.14
H (1.166, 0.203, 0.452)  0.11
H (0.460, -0.777, -0.818)  0.10
H (-1.339, 1.986, -2.575)  0.05
H (-0.929, 0.247, -2.535)  0.05
H (-0.272, 3.328, -0.612)  0.09
H (0.760, 2.532, 0.494)  0.08
H (-1.128, -1.234, 2.589)  0.08
H (0.113, -1.751, 1.868)  0.09
H (2.512, 0.443, -2.435)  0.04
H (1.920, -0.763, -2.236)  0.02
O (2.826, -0.429, -2.131)  -0.07
H (3.353, -0.195, 2.515)  0.02
H (1.846, -0.543, 2.872)  0.00
O (2.728, -0.893, 2.699)  -0.07

Calculated values
Energy above the lowest of the compared OMol25 structures with the same formula, charge and spin = 50.2 kcal per mole
SMILES = C=C(N)C[C@H](N)CO.O.O
Spin multiplicity = 1
Frontier orbital gap = 8.8 eV
Molar mass = 152.19 u



[2]
A cluster of 2 separate species, CH6N3S2 in total, computed with the ωB97M-V functional and the def2-TZVPD basis.

Each line ends with the Löwdin charge.
Positions of all 12 atoms, in Å:
C (1.121, -0.467, 0.016)  -0.24
N (0.242, -1.422, 0.230)  0.16
N (-1.669, 0.521, 0.171)  -0.50
N (0.861, 0.808, -0.044)  -0.42
S (-2.823, 1.517, 0.183)  0.92
S (2.007, 2.028, 0.011)  0.81
H (0.735, -2.292, 0.334)  0.13
H (-0.783, -1.303, 0.261)  0.10
H (2.075, -0.922, 0.206)  0.15
H (-0.193, 0.835, 0.136)  -0.01
H (-3.660, 1.234, -0.975)  -0.05
H (1.684, 2.895, -1.131)  -0.04

Calculated values
Energy above the lowest of the compared OMol25 structures with the same formula, charge and spin = 74.8 kcal per mole
Charge = +1
Spin multiplicity = 1
Frontier orbital gap = 7.4 eV
Molar mass = 124.21 u



[3]
A structure of composition C2H3CrFO3, computed with the ωB97M-V functional and the def2-TZVPD basis.

Each line ends with the Löwdin spin population.
Positions of all 10 atoms, in Å:
H (-0.968, -2.458, 0.173)  0.00
O (0.869, -1.599, 0.080)  -0.01
C (-0.345, -1.554, 0.085)  0.02
C (-1.070, -0.220, -0.133)  0.00
F (-1.908, -0.018, 0.902)  0.00
H (-1.665, -0.263, -1.058)  0.00
O (0.021, 0.776, -0.008)  0.02
Cr (1.904, 0.112, 0.131)  3.96
O (-0.602, 1.772, -0.754)  0.01
H (-0.107, 1.998, -1.559)  0.00

Calculated values
Charge = +2
Spin multiplicity = 5
Frontier orbital gap (spin up / spin down) = 8.7 / 10.1 eV
Molar mass = 146.04 u



[4]
A structure of composition C3H3GaO, computed with the ωB97M-V functional and the def2-TZVPD basis.

Each line ends with the Löwdin spin population.
Positions of all 8 atoms, in Å:
C (0.193, -0.860, -0.908)  0.19
C (0.887, 0.220, -0.867)  0.09
H (0.006, -1.872, -1.253)  0.02
H (1.730, 0.816, -1.202)  0.02
C (-0.408, 0.271, 0.217)  0.26
O (-0.308, -0.112, 1.494)  0.29
Ga (-0.732, 0.910, 2.724)  0.12
H (-1.368, 0.626, -0.204)  0.01

Calculated values
Energy above the lowest of the compared OMol25 structures with the same formula, charge and spin = 0.0 kcal per mole
Charge = +1
Spin multiplicity = 2
Frontier orbital gap (spin up / spin down) = 10.2 / 5.9 eV
Molar mass = 124.78 u